The following is a quantum chemistry calculation of a cluster of 2 separate species, H2N2O2S in total, from the Open Molecules 2025 dataset.

Bonds (Å) are listed after each position.
Cartesian coordinates (Å):
1 N -0.08627 1.29479 -0.90430  S5 1.690, H6 1.045, H7 1.034
2 N 0.11627 -1.24473 0.81380  O3 1.219, O4 1.151
3 O 1.07263 -0.54811 1.10579  N2 1.219
4 O -0.14241 -2.32646 1.11126  N2 1.151
5 S -1.07307 -0.04254 -1.21207  N1 1.690
6 H 0.75345 0.83740 -0.48185  N1 1.045
7 H -0.64061 2.02965 -0.43263  N1 1.034

**Energy**: -17938.0327 eV
**Relative energy (zero: lowest compared OMol25 entry of this formula, charge and spin)**: 2.5405 eV
**Gap between HOMO and LUMO (alpha / beta)**: 7.44 / 7.78 eV
**Maximum force**: 3.1 eV/A


The following is a quantum chemistry calculation of a cluster of 2 separate species, H2N2O2S2 in total, from the Open Molecules 2025 dataset.

Bonds (Å) are listed after each position.
Cartesian coordinates (Å):
1 N -0.24353 1.68775 0.88491  S6 1.445
2 N 0.15566 -0.69500 -0.72025  S5 1.533, H8 1.118
3 O 1.87409 0.79958 -1.98235  S5 1.453
4 O -1.33610 -0.64944 1.43628  S6 1.651, H7 1.099
5 S 0.50435 0.51906 -1.58874  N2 1.533, O3 1.453
6 S -0.71004 0.79855 1.92345  N1 1.445, O4 1.651
7 H -1.02511 -0.90794 0.41470  O4 1.099
8 H 0.78069 -1.55257 -0.36802  N2 1.118

**Energy**: -28774.8891 eV
**Relative energy (zero: lowest compared OMol25 entry of this formula, charge and spin)**: 0.8764 eV
**Gap between HOMO and LUMO**: 8.98 eV
**Maximum force**: 3.3 eV/A